[1]
C3H5N3 | wB97M-V/def2-TZVPD

```
! wB97M-V def2-TZVPD RIJCOSX def2/J DEFGRID3
* xyz 0 1
N -0.5182 -0.3928 -1.6509
N -0.0569 0.8307 -1.9225
N 0.2376 1.4159 -0.7971
C -0.5807 -0.6010 -0.3272
C 0.5834 0.2525 1.5309
C 0.0181 0.5246 0.1966
H 1.6096 -0.1023 1.4922
H -1.3517 -1.1867 0.1540
H 0.5279 1.0460 2.3022
H -0.6891 -1.0453 -2.3967
H 0.1437 -0.8169 1.4655
*
```

Summary:
- relative energy (zero: lowest compared OMol25 entry of this formula, charge and spin) (eV) = 2.806
- gap between HOMO and LUMO (eV) = 10.2679
- molar mass (g/mol) = 83.1
- strongest force on any atom (eV Å⁻¹) = 3.1
- lowest unoccupied orbital energy (eV) = 0.9
- electronic energy (Ha) = -281.48693

=====

[2]
C10H10Cl2CoO4 | wB97M-V/def2-TZVPD

```
! wB97M-V def2-TZVPD RIJCOSX def2/J DEFGRID3
* xyz -1 5
Co -0.5809 -0.2281 -0.4587
Cl -2.3136 1.0075 -0.3393
Cl 0.6283 3.5704 0.5652
O -0.3271 3.8131 1.6376
O 0.2039 4.0872 -0.7308
O 1.9393 4.0959 0.9150
O 0.7066 2.0632 0.4194
C -0.2995 0.2475 -2.3997
C 1.1031 0.2621 -2.0765
C -1.5603 -0.7868 1.6240
C -0.9683 -1.9974 1.0847
C 0.3018 -1.8344 -1.5308
C -0.8172 -1.0999 -2.1138
C 0.4230 -2.0076 1.4647
C 1.4735 -1.0054 -1.5762
C -0.5053 -0.0519 2.2800
C 0.7014 -0.8027 2.1755
H -1.5365 -2.8220 0.6487
H -0.8312 1.0535 -2.8969
H 1.1439 -2.8010 1.2414
H 1.6719 -0.5043 2.5707
H 0.2821 -2.8918 -1.2518
H -2.6275 -0.5888 1.6934
H -0.6376 0.8946 2.7948
H 1.7705 1.1134 -2.2233
H -1.8263 -1.4821 -2.2650
H 2.4818 -1.3042 -1.2525
*
```

Summary:
- gap between HOMO and LUMO (alpha / beta) (eV) = 7.6025 / 6.0925
- molar mass (g/mol) = 324.0
- strongest force on any atom (eV Å⁻¹) = 4.7
- lowest unoccupied orbital energy (alpha / beta) (eV) = 3.0 / 0.9
- electronic energy (Ha) = -2990.87005

=====

[3]
C21H37NOP2Si2W | wB97M-V/def2-TZVPD

```
! wB97M-V def2-TZVPD RIJCOSX def2/J DEFGRID3
* xyz 3 2
W -12.6296 -6.8788 6.2425
P -10.6317 -8.3960 5.5154
P -12.9490 -7.2886 3.7375
Si -11.5996 -4.8111 5.4148
Si -11.3244 -7.2570 8.3445
O -14.5582 -7.3405 6.3866
N -15.6038 -7.1333 7.1877
C -13.9533 -8.7301 3.3779
C -14.5747 -3.6483 8.4380
C -9.7803 -4.3025 5.7223
C -9.7530 -6.3965 8.8673
C -11.1834 -10.1547 5.3255
C -12.3009 -3.3406 4.6009
C -12.8950 -4.9982 7.3166
C -14.2665 -4.3450 9.6365
C -17.6910 -6.1133 7.4227
C -18.0030 -7.0012 8.4009
C -17.0649 -7.8828 8.8658
C -16.4805 -6.2290 6.7450
C -11.8853 -8.7173 9.3565
C -11.3704 -7.7227 2.9374
C -13.6045 -5.9667 2.6438
C -10.1589 -7.7827 3.9013
C -9.1154 -8.6194 6.4485
C -13.8177 -3.9376 7.2450
C -13.3798 -5.4356 9.6369
C -12.6742 -5.8152 8.4394
C -15.8234 -7.9321 8.2535
H -8.7840 -6.8421 8.6563
H -9.6986 -6.7941 3.9805
H -13.3273 -3.5378 4.2964
H -12.9143 -9.0348 9.1529
H -9.2370 -5.1376 6.1595
H -9.5667 -3.4204 6.3420
H -14.1145 -3.4965 6.2992
H -12.1130 -2.5375 5.3390
H -12.2891 -10.2404 5.1799
H -9.3983 -8.4677 3.4990
H -15.0285 -8.6418 8.5369
H -15.4727 -3.0635 8.4350
H -11.3821 -8.5940 2.3107
H -9.2174 -4.1933 4.7883
H -18.3824 -5.3963 6.9905
H -14.6870 -5.8344 2.6776
H -13.2308 -5.9327 10.5652
H -13.3933 -6.3015 1.6185
H -19.0176 -7.0904 8.8608
H -11.7198 -3.0721 3.6499
H -14.8282 -8.7743 3.9983
H -11.2253 -9.6032 9.1868
H -9.4422 -8.9668 7.4361
H -9.6630 -5.3880 8.3503
H -11.7574 -8.3775 10.3391
H -13.3546 -9.6213 3.6038
H -11.1830 -6.9136 2.2843
H -17.2648 -8.5480 9.6968
H -14.7183 -4.1527 10.5695
H -8.6113 -7.6646 6.6884
H -16.2171 -5.6775 5.8639
H -9.8132 -6.1052 9.8995
H -8.4371 -9.3953 6.0824
H -13.0291 -5.0311 2.8023
H -10.9047 -10.6475 6.2408
H -10.6488 -10.5379 4.4459
H -14.3087 -8.7159 2.3886
*
```

Summary:
- relative energy (zero: lowest compared OMol25 entry of this formula, charge and spin) (eV) = 0.087
- gap between HOMO and LUMO (alpha / beta) (eV) = 7.1806 / 7.0954
- molar mass (g/mol) = 621.5
- strongest force on any atom (eV Å⁻¹) = 2.7
- lowest unoccupied orbital energy (alpha / beta) (eV) = -10.0 / -10.3
- electronic energy (Ha) = -2280.14094

=====

[4]
C19H23N6O3PdS2 | wB97M-V/def2-TZVPD

```
! wB97M-V def2-TZVPD RIJCOSX def2/J DEFGRID3
* xyz -1 1
Pd -0.2935 -0.1911 0.5916
S -0.7719 0.0893 3.5978
S 1.9409 -0.7922 0.5911
O -2.0443 0.1851 -0.0986
O -0.6416 -1.1972 2.9185
O -1.7876 0.1320 4.6249
N 0.2418 2.1978 0.8665
N 4.0117 0.6364 7.1355
N 4.2692 -1.4071 1.5465
N 2.9316 -0.1756 3.0527
N -0.9854 1.1758 2.4817
N 0.0340 3.2418 3.0008
C 0.8306 1.3121 5.3224
C 5.2290 -1.5566 2.5516
C 6.3257 -2.5029 2.1689
C 2.9739 0.6357 6.2125
C 0.7581 4.2503 2.5336
C 1.9411 -0.5468 4.1109
C -2.2617 -0.7233 -1.1476
C 4.0396 -0.0260 4.0152
C 3.0817 -0.4228 5.1704
C 3.1447 -0.8332 1.8512
C 0.7896 0.3769 4.3687
C -3.7724 -0.8576 -1.3135
C -1.6604 -2.0930 -0.7952
C 1.9580 1.5087 6.2181
C 0.9433 3.2260 0.4295
C -1.6344 -0.1974 -2.4444
C 5.1843 -0.9325 3.7313
C 1.2366 4.3155 1.2362
C -0.2108 2.2312 2.1486
H -4.2105 0.1297 -1.4673
H 4.3481 1.0259 4.1055
H 4.8809 0.2417 6.8129
H 1.9145 2.3046 6.9524
H -2.1661 -2.5294 0.0660
H 5.9524 -1.0890 4.4813
H -4.2096 -1.2847 -0.4107
H 1.5712 -1.5614 3.9632
H -2.0315 0.7956 -2.6607
H -1.8413 -0.8543 -3.2942
H 3.3616 -1.3799 5.6158
H 1.3001 3.1640 -0.5934
H -0.5794 -2.0671 -0.5718
H 7.0871 -2.5802 2.9458
H -1.7432 -2.7757 -1.6452
H 4.1366 1.4927 7.6513
H 0.9637 5.0538 3.2361
H 5.9066 -3.4926 1.9766
H -0.0528 1.9136 5.4908
H 1.8160 5.1538 0.8784
H -0.5496 -0.1085 -2.3394
H 6.7893 -2.1717 1.2383
H -4.0273 -1.4911 -2.1686
*
```

Summary:
- relative energy (zero: lowest compared OMol25 entry of this formula, charge and spin) (eV) = 3.575
- gap between HOMO and LUMO (eV) = 6.8936
- molar mass (g/mol) = 554.0
- strongest force on any atom (eV Å⁻¹) = 0.8
- lowest unoccupied orbital energy (eV) = 2.3
- electronic energy (Ha) = -2216.29378

=====

[5]
C3H10NO | wB97M-V/def2-TZVPD

```
! wB97M-V def2-TZVPD RIJCOSX def2/J DEFGRID3
* xyz 0 2
O 2.0900 -0.9464 -0.4560
N -0.4675 -0.2675 0.2841
C -1.1131 -0.9502 1.3825
C -1.4060 0.5640 -0.5599
C 2.2807 0.3800 -0.7392
H -2.2647 -0.0733 -0.7831
H -0.4768 -1.1733 2.2520
H 1.5360 0.8798 -1.4935
H 3.1891 0.5462 -1.2725
H -1.7191 -1.8304 1.0014
H -0.8646 0.9252 -1.5763
H 0.4940 -0.2440 -0.0512
H -1.8390 -0.1598 1.7447
H -1.6913 1.3653 0.0556
H 2.2523 0.9843 0.2113
*
```

Summary:
- relative energy (zero: lowest compared OMol25 entry of this formula, charge and spin) (eV) = 2.187
- gap between HOMO and LUMO (alpha / beta) (eV) = 9.0356 / 6.0975
- molar mass (g/mol) = 76.1
- strongest force on any atom (eV Å⁻¹) = 3.6
- lowest unoccupied orbital energy (alpha / beta) (eV) = 0.9 / -1.8
- electronic energy (Ha) = -250.13644

=====

[6]
C32H32N3O7SSbY | wB97M-V/def2-TZVPD

```
! wB97M-V def2-TZVPD RIJCOSX def2/J DEFGRID3
* xyz 1 1
Sb 1.1732 1.2925 0.7279
Y -0.7192 -0.8225 -0.2455
S -2.5832 -2.6115 -1.0756
O 4.7379 -3.4624 -0.5271
O 3.2977 -2.2138 -2.8322
O 2.5377 -4.2548 1.3505
O -2.3303 0.1828 1.1948
O 0.2931 -2.3559 0.8111
O -2.3700 0.7302 -0.9485
O 0.6706 -1.2601 -1.7488
N -4.5635 1.2737 1.8404
N -1.3480 -4.2031 -2.7853
N -0.8058 -4.5076 -0.5733
C -1.4289 5.2073 2.1869
C 0.1650 -5.5618 -0.8594
C 2.8817 -2.3942 -1.7152
C 0.1764 4.2370 0.6795
C 1.1810 2.5687 -3.4436
C -5.3618 0.3758 -0.2547
C 1.3907 -2.5462 0.1070
C -2.8813 0.7041 0.1805
C -1.5431 3.9902 2.8455
C -5.7463 -0.5483 0.9028
C 1.5806 -1.9959 -1.1537
C 2.5027 -3.4323 0.4684
C 3.2316 2.6808 2.5370
C 3.5798 -3.1670 -0.5890
C 4.4362 2.8052 3.2135
C 3.1265 1.8549 -1.5927
C 3.8794 0.4766 1.8140
C -0.5686 5.3280 1.1057
C 1.7933 1.9183 -1.2063
C 2.9546 1.5174 1.8313
C 3.4839 2.1467 -2.9022
C -1.4848 -3.8657 -1.5113
C -0.4119 -5.2255 -3.2537
C 2.5137 2.5038 -3.8259
C 5.0857 0.6072 2.4851
C 0.7302 -5.3513 -2.2554
C 5.3627 1.7729 3.1852
C -4.2863 1.2897 0.3563
C -0.8060 2.8966 2.4113
C 0.8209 2.2696 -2.1391
C -5.7626 0.3993 2.0922
C 0.0603 3.0112 1.3248
H -0.3241 -6.5357 -0.7769
H -0.8925 1.9523 2.9384
H -3.7066 0.8333 2.2370
H 3.8958 1.5807 -0.8802
H -0.9365 -6.1769 -3.3728
H 0.8491 4.3456 -0.1639
H 1.3348 -4.4421 -2.2777
H 2.5171 3.4953 2.5583
H -6.2169 0.9721 -0.5727
H 4.5227 2.0893 -3.1999
H -4.9740 -0.1513 -1.1245
H -6.6418 1.0413 2.0836
H -4.6613 2.2069 2.2300
H -4.3078 2.3074 -0.0231
H 6.3020 1.8759 3.7121
H -2.1832 3.9034 3.7166
H 1.3718 -6.1869 -2.5269
H 2.7949 2.7273 -4.8465
H -1.9959 6.0646 2.5263
H 5.8030 -0.2027 2.4636
H -0.8843 -4.1498 0.3695
H 3.6672 -0.4441 1.2795
H -6.7128 -1.0249 0.7589
H -0.4673 6.2782 0.5972
H -5.6617 -0.0676 3.0687
H -4.9992 -1.3309 1.0429
H -0.2276 2.3177 -1.8552
H 4.6521 3.7130 3.7619
H -1.8859 -3.6707 -3.4466
H 0.4211 2.8444 -4.1636
H 0.9447 -5.5093 -0.0978
H -0.0424 -4.9165 -4.2295
*
```

Summary:
- relative energy (zero: lowest compared OMol25 entry of this formula, charge and spin) (eV) = 0.919
- gap between HOMO and LUMO (eV) = 7.6831
- molar mass (g/mol) = 813.4
- strongest force on any atom (eV Å⁻¹) = 1.3
- lowest unoccupied orbital energy (eV) = -2.7
- electronic energy (Ha) = -2606.27980

=====

[7]
C28H29CuN3Si | wB97M-V/def2-TZVPD

```
! wB97M-V def2-TZVPD RIJCOSX def2/J DEFGRID3
* xyz 0 2
Cu -0.1922 0.9163 2.3832
Si 0.4018 0.2371 -1.7318
N -1.2735 -0.6980 2.1612
N 0.8137 -0.1606 3.7537
N 0.6244 -2.0927 2.4193
C 1.6784 -0.8209 -4.1783
C -0.9323 1.2513 -2.7056
C -0.9806 2.9454 3.1871
C 0.4345 2.9459 3.0875
C -0.7223 -1.9127 2.0694
C -0.4163 2.4480 1.0131
C -2.8732 -2.9113 1.7224
C -3.1121 2.3162 -4.1980
C 2.7655 1.0611 -3.1397
C -1.9061 1.9971 -4.8383
C 0.2028 -1.8369 -1.8522
C 1.1233 0.3525 4.9654
C -0.8021 1.5399 -4.0900
C 1.9699 -0.2946 5.8597
C -3.4502 -1.6546 1.9680
C 3.7332 0.0409 -5.1356
C -2.6209 -0.5599 2.1620
C 1.7092 0.1409 -3.1354
C -1.5129 2.6503 1.9072
C 3.6668 1.0942 -4.2146
C 2.5524 -1.5166 5.4936
C 1.2224 -1.4044 3.4767
C 0.7873 2.6810 1.7368
C 2.7710 -0.9717 -5.0494
C -2.1205 1.6821 -2.0624
C -3.2004 2.1853 -2.8038
C -1.4818 -3.0376 1.7227
C 2.1580 -2.0746 4.2817
H -1.8239 2.1008 -5.9252
H 2.8130 -1.8453 -5.6955
H -0.3539 -4.7123 -0.9170
H 1.1419 3.1526 3.8924
H 0.3165 -2.0998 -0.7850
H -3.5027 -3.7841 1.5604
H -0.4807 2.2656 -0.0602
H 2.8566 1.7649 -2.3096
H 0.8243 -1.4967 -4.2992
H 4.4923 -0.0043 -5.9255
H -4.5358 -1.5087 2.0016
H -0.7965 -2.1164 -2.1887
H 0.6632 1.3098 5.2105
H 2.5147 -3.0468 3.9601
H 4.3275 1.9486 -4.3503
H -3.0072 0.4481 2.3531
H 0.1489 1.3838 -4.6140
H -3.9833 2.6566 -4.7733
H 1.7945 2.6791 1.3067
H 3.2696 -2.0111 6.1514
H -1.5573 3.1408 4.0954
H 0.9432 -3.0505 2.3451
H -0.9473 -3.9561 1.4920
H -2.2090 1.5989 -0.9747
H 2.1701 0.1687 6.8226
H -4.1227 2.4646 -2.2830
H -2.5669 2.6385 1.6216
H 0.9981 -2.3424 -2.4141
H -0.4041 -4.2857 -1.5327
*
```

Summary:
- relative energy (zero: lowest compared OMol25 entry of this formula, charge and spin) (eV) = 1.558
- gap between HOMO and LUMO (alpha / beta) (eV) = 6.2469 / 4.8473
- molar mass (g/mol) = 499.2
- strongest force on any atom (eV Å⁻¹) = 3.6
- lowest unoccupied orbital energy (alpha / beta) (eV) = 0.3 / -1.1
- electronic energy (Ha) = -3178.44352

=====

[8]
C4H6N3 | wB97M-V/def2-TZVPD

```
! wB97M-V def2-TZVPD RIJCOSX def2/J DEFGRID3
* xyz 1 1
N 0.4415 0.2534 1.5078
N 0.4523 -1.5622 0.0340
N 0.1652 -1.1473 -1.1725
C -0.5466 1.0972 0.7784
C -0.4883 1.1732 -0.7787
C 0.7889 -0.8939 1.1603
C -0.2535 0.0022 -1.5748
H -0.6909 2.0131 -1.4634
H -0.5326 0.0621 -2.7129
H -0.3062 2.0788 1.2892
H 1.0167 -2.4414 -0.0511
H -1.5094 0.8255 1.0906
H 1.4631 -1.4606 1.8931
*
```

Summary:
- relative energy (zero: lowest compared OMol25 entry of this formula, charge and spin) (eV) = 4.149
- gap between HOMO and LUMO (alpha / beta) (eV) = 7.6784 / 7.6818
- molar mass (g/mol) = 96.1
- strongest force on any atom (eV Å⁻¹) = 4.3
- lowest unoccupied orbital energy (alpha / beta) (eV) = -7.5 / -7.5
- electronic energy (Ha) = -319.87916